# 1
C46H66MoN3O6SSeTe as an isolated structure. Source: the Open Molecules 2025 dataset; level of theory: wB97M-V/def2-TZVPD.

CARTESIAN COORDINATES (ANGSTROEM)
Mo: -0.22829 0.87700 0.68973
C: -4.95376 -0.27899 6.47661
C: -3.53838 -0.75616 6.80416
C: -3.61011 -2.24001 7.18526
C: -3.02676 0.05112 8.00453
C: -2.59206 -0.58232 5.61977
C: -2.97405 -0.02372 4.40985
C: -2.06336 0.05653 3.37227
Se: -2.59208 0.90957 1.74056
C: -3.11785 -0.62101 0.71951
C: -4.40139 -1.10672 0.89928
C: -4.83410 -2.22533 0.20937
C: -3.92554 -2.80205 -0.67626
C: -2.63246 -2.33928 -0.89648
C: -2.19214 -1.20476 -0.16233
O: -0.96404 -0.71755 -0.29654
C: -1.70751 -3.08010 -1.86319
C: -2.42835 -4.17709 -2.65624
C: -1.09448 -2.11656 -2.88394
C: -0.58986 -3.74712 -1.05656
C: -6.24262 -2.76770 0.44360
C: -6.53468 -4.00536 -0.40536
C: -6.39985 -3.15269 1.92102
C: -7.27860 -1.69204 0.09409
C: -0.73764 -0.41159 3.45232
O: 0.03482 -0.38433 2.38857
C: -0.30175 -0.86742 4.72137
C: -1.25573 -0.96443 5.72955
C: 1.14756 -1.20599 5.10795
C: 1.57663 -0.26097 6.24516
C: 2.17279 -1.03897 3.98210
C: 1.23486 -2.66043 5.59088
H: -5.60329 -0.43755 7.34011
H: -5.37607 -0.82871 5.63337
H: -4.97444 0.78472 6.23338
H: -4.29390 -2.38967 8.02532
H: -2.63140 -2.62486 7.47479
H: -3.96441 -2.83607 6.34232
H: -3.70470 -0.05636 8.85577
H: -2.95425 1.11062 7.75266
H: -2.03733 -0.28261 8.31967
H: -3.97585 0.35652 4.25902
H: -5.06090 -0.59812 1.59382
H: -4.24553 -3.66793 -1.23173
H: -3.27163 -3.78455 -3.22944
H: -2.79205 -4.98568 -2.01848
H: -1.71903 -4.61331 -3.36227
H: -1.87250 -1.61955 -3.46960
H: -0.44485 -2.66662 -3.56985
H: -0.49717 -1.36605 -2.37833
H: -1.00544 -4.42070 -0.30227
H: 0.02782 -3.01047 -0.54801
H: 0.05083 -4.32957 -1.72222
H: -5.84371 -4.81980 -0.17998
H: -6.46595 -3.78803 -1.47294
H: -7.54747 -4.36019 -0.20096
H: -5.67727 -3.92119 2.20097
H: -7.40564 -3.53726 2.11207
H: -6.23816 -2.29408 2.57377
H: -7.18843 -1.38814 -0.95013
H: -7.15202 -0.80129 0.71029
H: -8.29095 -2.07187 0.25782
H: -0.92510 -1.35141 6.68622
H: 1.52271 0.77720 5.91083
H: 2.60899 -0.47747 6.53388
H: 0.95172 -0.36037 7.13301
H: 2.13424 -0.05107 3.52936
H: 2.00694 -1.78134 3.20409
H: 3.17007 -1.20289 4.40230
H: 0.60644 -2.84924 6.46246
H: 2.26604 -2.90041 5.86462
H: 0.92753 -3.34496 4.79811
O: 1.10642 0.54569 -3.10308
H: 1.31716 0.52139 -2.16186
H: 0.14418 0.48982 -3.10509
O: 1.63091 -2.52660 1.15925
H: 2.49283 -2.15267 1.37854
H: 1.00817 -1.83227 1.43464
Te: -1.05398 2.71135 -0.93631
C: 3.52370 -3.59856 -6.03571
C: 3.09795 -3.69005 -4.59532
C: 2.60873 -4.89399 -4.10346
C: 2.18333 -5.00112 -2.78744
C: 2.28281 -3.91355 -1.94224
C: 2.78322 -2.70272 -2.41901
N: 2.85250 -1.60642 -1.53490
C: 4.01666 -0.94997 -1.20401
C: 5.26498 -1.49959 -1.55472
C: 6.44649 -0.87020 -1.22692
C: 6.43880 0.33407 -0.53035
C: 5.21859 0.88330 -0.19162
C: 4.00435 0.27341 -0.50842
C: 2.76647 1.03739 -0.11860
O: 2.83500 2.24948 0.04910
O: 1.67679 0.33867 -0.05187
C: 3.16355 -2.56673 -3.76195
C: 3.58020 -1.23059 -4.30883
H: 3.48395 -4.58048 -6.50762
H: 4.54120 -3.21508 -6.13630
H: 2.87699 -2.92903 -6.60818
H: 2.55111 -5.75198 -4.76354
H: 1.78679 -5.93841 -2.41625
H: 1.97661 -3.97152 -0.90689
H: 2.05338 -1.43069 -0.93843
H: 5.28204 -2.44421 -2.08117
H: 7.38479 -1.33260 -1.51065
H: 7.36234 0.83136 -0.26509
H: 5.16225 1.83158 0.32744
H: 4.66151 -1.07627 -4.24595
H: 3.09321 -0.42956 -3.75697
H: 3.29147 -1.13271 -5.35487
C: 1.79347 5.35555 0.12782
N: 1.07048 4.48439 1.03250
C: 1.54237 3.70525 1.98068
S: 0.63662 2.35157 2.56014
N: 2.71723 3.89784 2.59584
C: 3.76810 4.85659 2.33287
H: 1.04822 5.84869 -0.49407
H: 2.45014 4.76749 -0.51661
H: 2.35645 6.12530 0.65092
H: 0.22926 4.09314 0.60239
H: 2.89613 3.20277 3.29871
H: 3.48973 5.87224 2.62477
H: 4.06652 4.84306 1.28461
H: 4.63025 4.55829 2.92613

Output
HOMO-LUMO gap (spin up / spin down) (Ha): 0.2056 / 0.2632
Net charge: -1
Relative energy (zero: lowest compared OMol25 entry of this formula, charge and spin) (kJ/mol): 0.00
Lowest unoccupied orbital energy (spin up / spin down) (Ha): 0.062 / 0.082
E (eV): -150866.572
HOMO level (spin up / spin down) (eV): -3.90 / -4.94
Multiplicity: 3

Atom charges from the Löwdin analysis, given in e for atoms 1 to 99: 0.859 -0.071 -0.561 -0.051 -0.051 -0.180 -0.068 -0.393 1.040 -0.382 -0.078 -0.180 0.025 -0.074 -0.335 -0.334 -0.516 -0.071 -0.032 -0.036 -0.560 -0.072 -0.051 -0.053 -0.386 -0.360 -0.074 0.003 -0.521 -0.049 -0.057 -0.047 0.081 0.081 0.085 0.079 0.075 0.089 0.079 0.089 0.074 0.091 0.099 0.079 0.086 0.080 0.082 0.096 0.088 0.050 0.101 0.057 0.052 0.086 0.086 0.080 0.090 0.079 0.072 0.089 0.075 0.079 0.098 0.086 0.079 0.070 0.061 0.053 0.087 0.070 0.081 0.093 -0.080 -0.015 0.002 -0.066 0.041 0.006 0.322 -0.061 -0.236 -0.062 -0.095 -0.045 -0.195 0.103 -0.185 -0.030 -0.097 -0.107 -0.038 -0.058 -0.562 0.019 -0.239 -0.163 -0.028 0.068 0.081

=====

# 2
C46H67F6Ge2N5O7PRbS3 as an isolated structure at a distorted geometry. Source: the Open Molecules 2025 dataset; level of theory: wB97M-V/def2-TZVPD.

CARTESIAN COORDINATES (ANGSTROEM)
Rb: -0.73696 0.26215 0.08317
C: 5.49051 1.70729 3.48734
C: 4.01810 1.28887 3.51421
Ge: 3.19865 0.84275 1.71574
C: 2.21314 -0.84274 1.98535
C: 3.16533 -2.01734 2.20084
C: 4.67051 0.67221 0.43530
C: 4.62545 0.29455 -0.85248
Ge: 2.73667 -0.07079 -1.74532
C: 3.30951 -1.47185 -3.16514
C: 3.23468 -2.93174 -2.71521
C: 2.77469 1.39425 -3.23082
C: 4.09475 2.06323 -3.60243
C: 5.92191 0.13401 -1.53193
C: 6.77790 1.22204 -1.74355
C: 8.00053 1.06316 -2.37610
C: 8.41726 -0.19226 -2.79911
C: 7.59281 -1.28704 -2.57013
C: 6.36327 -1.12530 -1.95306
H: 5.89271 1.85290 4.49555
H: 5.61932 2.64067 2.93442
H: 6.09916 0.94813 2.99392
H: 3.41245 2.08750 3.95326
H: 3.89606 0.42379 4.17351
H: 1.58479 -1.03748 1.11788
H: 1.55712 -0.72076 2.84699
H: 2.60486 -2.94713 2.31938
H: 3.78755 -1.87240 3.08980
H: 3.82895 -2.12723 1.33868
H: 5.65423 0.85088 0.88157
H: 4.30548 -1.24426 -3.56093
H: 2.60502 -1.33340 -3.99470
H: 3.82696 -3.10538 -1.81062
H: 3.59408 -3.63272 -3.48072
H: 2.19899 -3.19054 -2.47989
H: 2.03828 2.15193 -2.94470
H: 2.35908 0.91691 -4.12640
H: 4.51734 2.58874 -2.74599
H: 3.97891 2.79258 -4.41816
H: 4.83236 1.32421 -3.92289
H: 6.46717 2.20066 -1.39641
H: 8.63747 1.92644 -2.53783
H: 9.37597 -0.32147 -3.28781
H: 7.92040 -2.27321 -2.88108
H: 5.72557 -1.98149 -1.77271
C: 0.51714 -3.38137 8.08131
C: -0.12680 -3.07653 6.75282
C: -1.15168 -3.88321 6.26632
C: -1.77424 -3.58886 5.06286
C: -1.36873 -2.48808 4.33006
C: -0.34805 -1.67550 4.80035
C: 0.26715 -1.97056 6.00529
S: -2.14120 -2.05227 2.76425
O: -2.50644 -0.64873 3.02859
O: -3.25083 -2.95799 2.58689
N: -1.02029 -2.10024 1.67561
C: -0.42424 -3.27067 1.31050
C: -0.73695 -4.55772 1.83013
C: 0.00506 -5.64766 1.43953
C: 1.04978 -5.48524 0.53212
C: 1.24490 -4.21193 0.02730
N: 0.53545 -3.14582 0.37514
H: 0.66139 -4.45512 8.20877
H: -0.12030 -3.03072 8.89696
H: 1.48290 -2.88422 8.16780
H: -1.46009 -4.74923 6.84248
H: -2.58587 -4.19854 4.68375
H: -0.05879 -0.81344 4.21205
H: 1.06291 -1.33204 6.37251
H: -1.56746 -4.66701 2.50809
H: -0.22833 -6.62762 1.84263
H: 1.66689 -6.31671 0.21892
H: 2.02817 -4.02310 -0.70159
F: -2.64117 0.69002 5.11835
C: -2.02540 1.70666 4.53287
F: -0.85198 1.88158 5.18284
F: -2.78692 2.79385 4.75184
S: -1.54150 1.73106 2.69519
O: -1.16452 3.12534 2.65037
O: -0.42556 0.83214 2.56425
N: -2.77192 1.56863 1.75157
S: -3.70639 0.29848 1.46002
O: -4.82342 0.10350 2.33966
O: -3.22429 -0.72936 0.57359
C: -4.62609 1.29752 0.13584
F: -3.86984 1.57660 -0.95049
F: -5.68709 0.58861 -0.30599
F: -5.10745 2.47558 0.58918
C: -0.84974 -4.62978 -2.48626
C: -2.06488 -3.85150 -2.99352
N: -1.75520 -2.79454 -3.94140
C: -1.71173 -3.11699 -5.35096
C: -0.33739 -3.58176 -5.85094
C: -1.29998 -1.58030 -3.45593
C: -1.08702 -0.46632 -4.45547
N: -1.07205 -1.30188 -2.23879
H: -1.14597 -5.30176 -1.67815
H: -0.10379 -3.94072 -2.09161
H: -0.39180 -5.22112 -3.28069
H: -2.57497 -3.39875 -2.14013
H: -2.77533 -4.52966 -3.47324
H: -2.02528 -2.24682 -5.92945
H: -2.44634 -3.90431 -5.53723
H: 0.43646 -2.88502 -5.52771
H: -0.32640 -3.63896 -6.94220
H: -0.08965 -4.56463 -5.45049
H: -2.01968 -0.21770 -4.96765
H: -0.33177 -0.72288 -5.20058
H: -0.74383 0.39345 -3.88418
H: -1.19252 -2.04489 -1.55643
C: -0.37470 4.53593 -0.24004
P: -0.68164 3.61327 -1.76622
C: -2.37438 4.07419 -2.25322
C: 0.36682 4.42390 -3.02320
O: -0.45926 2.15008 -1.70314
H: -0.77048 5.54941 -0.32297
H: 0.70019 4.57881 -0.06687
H: -0.84186 4.02562 0.60467
H: -2.43361 5.13504 -2.49760
H: -3.04242 3.84722 -1.42225
H: -2.66697 3.46955 -3.11145
H: 0.07699 5.46251 -3.18738
H: 0.28470 3.86101 -3.95344
H: 1.40197 4.38229 -2.68384
C: 2.06133 2.45805 1.34195
C: 2.94300 3.57780 0.92215
C: 3.26582 3.76342 -0.42553
C: 4.11093 4.78547 -0.82586
C: 4.66683 5.64344 0.11563
C: 4.36444 5.46590 1.45798
C: 3.50924 4.44900 1.85520
H: 1.35274 2.17849 0.55935
H: 1.50854 2.69299 2.25115
H: 2.84311 3.07094 -1.14538
H: 4.34869 4.91721 -1.87490
H: 5.33833 6.43604 -0.19295
H: 4.79824 6.12970 2.19768
H: 3.26408 4.32225 2.90432

Output
HOMO-LUMO gap (Ha): 0.1804
Net charge: -2
Relative energy (zero: lowest compared OMol25 entry of this formula, charge and spin) (kJ/mol): 251.83
Lowest unoccupied orbital energy (Ha): 0.128
E (eV): -242361.093
HOMO level (eV): -1.42
Multiplicity: 1

Atom charges from the Löwdin analysis, given in e for atoms 1 to 99: 0.882 -0.195 -0.317 0.943 -0.355 -0.160 -0.212 -0.368 0.961 -0.433 -0.224 -0.421 -0.195 -0.267 -0.063 -0.109 -0.131 -0.105 -0.051 0.053 0.054 0.048 0.045 0.047 -0.015 0.034 0.055 0.055 0.059 0.042 0.031 0.023 0.043 0.055 0.028 -0.015 0.031 0.026 0.053 0.057 0.106 0.089 0.082 0.091 0.094 -0.064 -0.284 -0.051 -0.058 -0.237 -0.038 -0.026 0.636 -0.443 -0.292 -0.150 -0.381 -0.021 -0.098 -0.104 -0.187 0.120 0.070 0.076 0.069 0.105 0.108 0.088 0.112 0.077 0.095 0.086 0.077 0.140 -0.618 0.101 0.108 0.549 -0.308 -0.462 -0.338 0.568 -0.269 -0.411 -0.626 0.084 0.098 0.093 -0.064 -0.204 -0.102 -0.231 -0.072 -0.439 -0.014 0.085 0.076 0.043 0.062

=====

# 3
A 8-piece molecular cluster, C46H68ClFN8O2P overall at a distorted geometry. Source: the Open Molecules 2025 dataset; level of theory: wB97M-V/def2-TZVPD.

CARTESIAN COORDINATES (ANGSTROEM)
C: 0.51333 7.06178 1.15727
C: 1.45476 6.14547 0.21758
C: 0.91127 4.61340 0.15195
C: -0.18997 4.39847 -1.01647
C: -0.48333 2.86362 -1.37684
P: -1.12181 1.76839 0.05412
Cl: -2.08906 3.33101 1.19019
C: -2.71502 1.20257 -0.83585
C: -4.02923 1.07629 0.08595
C: -5.15200 2.21218 -0.26598
C: -5.49298 3.18696 0.95969
N: -5.60296 2.53055 2.29010
C: -6.31084 1.36447 2.75127
C: -5.98439 1.14844 4.27648
C: -4.99126 2.33759 4.62062
C: -4.79263 3.17997 3.30866
O: -0.35325 0.45998 -0.86862
C: -0.24247 -0.77155 -0.08458
C: -0.52555 -0.48258 1.48917
C: 0.72771 -0.08594 2.45299
F: 0.49517 1.15429 3.18826
C: 2.05315 -0.03139 1.55354
C: 3.33774 0.53010 2.39532
O: -1.28946 0.75441 1.47010
H: -0.11223 7.81684 0.57327
H: -0.18108 6.37309 1.77888
H: 1.19582 7.58985 1.90667
H: 2.52703 6.16783 0.64991
H: 1.48576 6.52673 -0.86653
H: 1.84586 3.97577 -0.11131
H: 0.55743 4.28181 1.18419
H: 0.29816 4.86404 -1.96492
H: -1.14181 5.03834 -0.85116
H: -1.13244 2.85682 -2.32430
H: 0.53464 2.40842 -1.69635
H: 0.21713 1.98329 0.59802
H: -3.01081 1.89176 -1.72128
H: -2.54065 0.16734 -1.32594
H: -4.53748 0.07680 -0.21818
H: -3.84100 0.99750 1.20661
H: -6.13521 1.67198 -0.55785
H: -4.86544 2.84200 -1.18141
H: -6.52961 3.65849 0.72888
H: -4.76356 4.08344 0.95665
H: -6.97534 0.70425 2.08108
H: -6.33948 0.31179 4.96871
H: -4.50457 2.49420 5.64146
H: -4.11452 4.09878 3.20110
H: 0.60983 -1.47310 -0.37582
H: -1.23243 -1.29800 -0.39029
H: -1.23832 -1.19058 2.04882
H: 0.81026 -0.90018 3.25631
H: 2.24704 -1.11103 1.18772
H: 1.94481 0.70750 0.67069
H: 3.38250 0.12222 3.45815
H: 3.25611 1.67969 2.34654
H: 4.25388 0.24803 1.75024
N: 8.06858 0.79360 5.15718
C: 7.70135 1.67581 4.17537
C: 6.35276 1.90786 4.29595
C: 5.88990 1.14195 5.39469
C: 6.97065 0.46699 5.90834
H: 9.00008 0.44100 5.30419
H: 8.42938 2.05987 3.47672
H: 5.76488 2.55756 3.66415
H: 4.87787 1.09065 5.76879
H: 7.05278 -0.21644 6.74013
N: 1.24439 -1.93110 -3.20366
C: 0.91620 -3.10628 -3.82302
C: 2.06392 -3.64183 -4.35537
C: 3.12592 -2.75866 -4.03957
C: 2.59015 -1.71322 -3.32585
H: 0.59449 -1.31987 -2.72884
H: -0.10441 -3.45883 -3.83289
H: 2.13141 -4.56683 -4.90923
H: 4.16686 -2.87457 -4.30423
H: 3.04929 -0.83513 -2.89688
N: 2.54717 -4.10927 1.16122
C: 3.66826 -4.38120 1.89896
C: 3.28919 -5.13180 2.98532
C: 1.88839 -5.32327 2.89692
C: 1.45975 -4.68344 1.75982
H: 2.52640 -3.57001 0.30989
H: 4.63599 -4.01671 1.58899
H: 3.94746 -5.50207 3.75759
H: 1.26285 -5.86894 3.58816
H: 0.47591 -4.58561 1.32596
N: -4.66007 -3.81952 3.41811
C: -4.36876 -5.14045 3.20112
C: -3.15975 -5.20631 2.55224
C: -2.70252 -3.87638 2.37642
C: -3.64729 -3.04266 2.92313
H: -5.48968 -3.47331 3.87189
H: -5.04563 -5.91675 3.52497
H: -2.65931 -6.11137 2.23991
H: -1.78331 -3.56355 1.90311
H: -3.68666 -1.96591 3.00117
N: -3.25958 -0.54849 -4.65514
C: -2.61678 -1.63549 -4.12688
C: -3.49202 -2.69364 -4.14011
C: -4.70608 -2.22944 -4.70290
C: -4.53201 -0.90214 -5.01406
H: -2.85766 0.36924 -4.76354
H: -1.59537 -1.56159 -3.78663
H: -3.28130 -3.69200 -3.78519
H: -5.60800 -2.80273 -4.86348
H: -5.20252 -0.18138 -5.45727
N: -3.26463 -4.32855 -7.18622
C: -3.59561 -5.50270 -7.80795
C: -2.44856 -6.03831 -8.34207
C: -1.38535 -5.15731 -8.02561
C: -1.91871 -4.11294 -7.30947
H: -3.91204 -3.71727 -6.70987
H: -4.61635 -5.85430 -7.81805
H: -2.38235 -6.96243 -8.89765
H: -0.34484 -5.27416 -8.29130
H: -1.45754 -3.23656 -6.87914
N: 6.84736 5.04652 0.28333
C: 7.49908 3.96136 0.80739
C: 6.63147 2.89640 0.78798
C: 5.41347 3.35425 0.22640
C: 5.57685 4.68341 -0.07800
H: 7.24099 5.96738 0.17926
H: 8.52018 4.04122 1.14920
H: 6.84933 1.89793 1.13823
H: 4.51637 2.77494 0.06249
H: 4.90022 5.40063 -0.51805

Output
HOMO-LUMO gap (Ha): 0.2633
Net charge: -1
Lowest unoccupied orbital energy (Ha): 0.083
E (eV): -89343.014
HOMO level (eV): -4.90
Multiplicity: 1

Atom charges from the Löwdin analysis, given in e for atoms 1 to 99: -0.136 -0.262 -0.253 -0.299 -0.335 0.359 0.375 -0.276 -0.249 -0.190 -0.215 -0.174 -0.089 -0.091 -0.084 -0.086 -0.426 -0.201 -0.235 -0.217 -0.070 -0.191 -0.117 -0.400 0.063 0.076 0.059 0.086 0.093 0.099 0.073 0.096 0.087 0.068 0.088 0.036 0.075 0.076 0.100 0.084 0.097 0.102 0.119 0.092 0.106 0.060 0.065 0.095 0.096 0.112 0.133 0.145 0.097 0.110 0.070 0.076 0.069 -0.010 -0.148 -0.113 -0.111 -0.148 0.140 0.098 0.088 0.093 0.101 0.016 -0.147 -0.119 -0.123 -0.139 0.117 0.097 0.087 0.086 0.109 0.007 -0.144 -0.121 -0.116 -0.141 0.137 0.104 0.086 0.089 0.098 -0.001 -0.155 -0.119 -0.113 -0.129 0.143 0.099 0.086 0.069 0.111 0.024 -0.133